(1)
66
Properties=species:S:1:pos:R:3:mulliken_spin:R:1 method="wB97M-V/def2-TZVPD" largest_force_ev_per_a=0.395 multiplicity=4 charge=-1 homo_lumo_gap_ev="7.124 / 6.718" e_above_lowest_ev=0.000 homo_energy_ev="-4.60 / -5.89"
H 2.447 -3.941 1.089 0.000
C -2.168 -0.655 -3.619 0.047
C -2.198 0.778 -3.611 0.289
C 2.776 2.855 2.390 0.000
N -1.414 1.961 -0.389 0.267
C -0.972 2.311 1.951 -0.019
F 1.239 0.933 -1.831 0.001
P 2.174 1.665 1.115 0.016
C 2.439 -1.195 1.388 -0.010
H -2.762 3.463 -1.967 -0.004
F -2.594 -3.952 -1.835 0.003
F -1.162 -5.119 -0.516 0.002
H -2.295 3.337 -3.682 -0.002
H -0.653 -3.222 2.233 -0.004
H 2.930 -1.921 2.045 0.001
C -0.891 2.555 4.348 -0.010
H -2.262 -0.824 -5.762 -0.004
H 3.558 0.796 -0.686 0.000
H 2.184 -3.524 -0.629 0.001
O -2.205 -2.162 0.503 0.505
H -0.963 0.667 3.314 0.001
C -1.021 1.404 0.770 0.016
H -0.883 5.580 2.823 0.000
H -0.257 -1.642 2.898 -0.003
H 2.912 3.832 1.923 0.000
H 1.453 0.110 2.819 -0.003
H 3.931 2.477 -0.330 0.000
F -1.789 -5.979 -2.562 0.000
H -3.652 -1.479 -4.887 0.009
C -1.922 1.580 -2.534 -0.135
H -2.125 -2.373 -4.863 0.003
H -2.473 1.263 -4.538 0.016
C 1.706 -3.644 0.342 0.003
H -1.070 3.531 -2.403 -0.003
H 3.076 -1.087 0.509 0.000
P 0.917 -2.072 0.818 -0.001
H 2.024 2.965 3.173 0.000
C -2.022 3.069 -2.663 0.010
H 0.951 -4.419 0.249 0.000
H 0.897 -2.993 3.088 0.001
O -0.755 0.190 0.913 0.128
N -1.546 1.046 -1.336 0.268
C 2.314 0.131 2.146 -0.001
C -0.869 3.936 4.204 0.021
C -0.903 4.503 2.935 -0.010
H -0.872 2.110 5.335 0.000
C -0.939 1.745 3.224 0.016
F 2.102 -1.043 -1.658 0.004
P -1.150 -4.605 -2.049 -0.002
Ti -1.000 -1.079 -0.801 0.905
F 0.797 -0.568 -3.319 0.005
H 3.722 2.540 2.839 0.000
C 3.715 1.508 0.124 0.001
F -1.087 -4.016 -3.543 0.000
C -2.563 -1.378 -4.873 -0.008
O -2.937 -1.199 0.019 0.562
C -0.960 3.696 1.812 0.034
C 0.166 -2.528 2.423 -0.001
H -0.985 4.120 0.818 0.005
H 3.203 0.251 2.777 0.002
F -0.442 -3.149 -1.487 -0.005
H 4.571 1.199 0.732 0.000
O -1.854 -1.329 -2.634 0.041
C 0.895 -0.403 -1.948 0.042
F 0.343 -5.178 -2.219 0.000
H -0.826 4.571 5.080 0.002

(2)
60
Properties=species:S:1:pos:R:3:mulliken_spin:R:1 method="wB97M-V/def2-TZVPD" largest_force_ev_per_a=0.747 multiplicity=2 charge=+2 homo_lumo_gap_ev="6.150 / 6.136" e_above_lowest_ev=0.000 homo_energy_ev="-14.28 / -14.26"
O -0.469 4.406 0.545 -0.002
H 0.416 0.655 -4.188 0.000
C 5.228 -2.147 -0.634 0.000
N 1.946 0.906 1.235 -0.014
S -2.294 -0.121 1.233 -0.013
H 2.175 -4.970 -1.101 0.000
H 2.683 -3.198 -3.770 0.000
H 5.411 -1.129 -0.976 0.000
Ir 0.016 0.223 1.042 0.908
H 0.055 -4.208 3.504 0.001
H -2.207 -3.653 0.026 0.000
H -2.582 -1.255 3.317 -0.002
C 0.524 -0.943 -2.119 -0.016
H -3.108 -1.515 -0.434 0.002
C -0.165 2.457 -0.900 0.004
C -0.163 3.192 -2.083 -0.002
H -3.862 -1.892 1.108 0.000
H -0.329 4.258 -2.067 0.000
C 3.204 -4.688 -0.878 0.000
H 3.391 -4.842 0.184 0.000
O 0.843 -1.721 -1.172 0.011
C -2.903 -1.716 0.620 0.005
C 2.554 3.871 -0.049 0.000
C -0.458 3.115 0.431 0.009
H 3.859 -5.362 -1.430 0.000
H -0.141 4.896 -0.229 0.004
C -1.945 -2.885 0.754 -0.037
S 0.245 -0.436 3.264 -0.007
H 1.985 -2.024 0.531 -0.020
N 2.202 4.459 -0.984 0.000
H 2.514 -0.634 -0.411 -0.018
H -0.910 -2.033 4.593 0.000
C -0.251 -3.314 2.961 0.005
H 4.388 -2.824 -3.764 0.000
S -1.942 -3.635 2.405 0.001
H 6.067 -2.766 -0.949 0.000
C -2.473 -0.201 3.070 -0.001
N 0.039 1.129 -0.859 -0.004
C 3.435 -2.557 -3.306 0.002
N 2.845 3.165 1.018 0.001
H 5.201 -2.149 0.456 0.000
C 2.364 2.002 1.116 0.008
H -0.933 -2.541 0.535 0.034
H 0.012 3.107 -4.222 0.000
O -0.686 2.423 1.413 0.092
C 0.027 2.559 -3.291 -0.002
C 2.224 -1.680 -0.474 0.042
H 3.245 -1.515 -3.565 0.000
H 0.404 -3.233 2.093 -0.007
H -1.399 0.460 4.839 0.000
C 0.244 1.193 -3.269 0.000
H 0.540 -2.396 -3.313 0.000
C 0.271 0.520 -2.051 0.010
Ge 3.583 -2.854 -1.382 0.003
H -1.109 1.454 3.418 -0.001
C -1.277 0.434 3.755 0.004
O 0.309 -1.447 -3.289 0.000
H -3.388 0.321 3.347 0.001
C -0.071 -2.131 3.904 0.001
H 0.828 -2.297 4.498 0.000

(3)
51
Properties=species:S:1:pos:R:3:mulliken_spin:R:1 method="wB97M-V/def2-TZVPD" largest_force_ev_per_a=12.692 multiplicity=5 homo_lumo_gap_ev="6.859 / 5.651" e_above_lowest_ev=0.606 homo_energy_ev="-6.12 / -7.71"
H 3.677 2.780 -2.414 0.000
H -4.650 1.211 1.572 0.021
H 4.941 0.925 -1.717 0.000
H 2.311 -2.273 1.003 0.003
C -4.478 1.346 -0.671 0.158
H -5.226 2.083 -0.937 0.003
C -0.518 -3.118 0.778 0.006
C -1.807 0.782 3.100 0.224
C -2.825 -0.269 -0.825 0.249
H -0.984 -2.371 1.443 -0.007
C 0.663 -2.275 -2.342 0.000
H 0.016 -0.482 3.138 -0.019
H 0.924 -1.252 1.582 -0.037
C -0.408 0.517 3.037 0.121
C -2.019 2.193 3.111 0.097
C 1.928 2.021 -1.377 0.011
H 3.817 -0.029 0.126 -0.001
H 2.029 -3.781 -1.393 0.000
I -0.673 3.153 -0.696 0.293
H 0.193 -4.169 -1.426 0.000
C -4.178 0.890 0.642 0.344
H -3.577 0.796 -2.659 0.006
O -0.097 -1.678 -1.267 0.003
H -2.120 -1.039 -1.169 0.110
H 0.061 -3.810 1.424 0.001
H 0.909 1.880 -1.828 -0.005
H -0.012 -2.503 -3.182 0.000
C 3.136 0.177 -0.717 -0.005
C 0.994 -3.415 -1.373 0.000
O 1.999 1.066 -0.330 -0.020
C 3.055 1.872 -2.422 0.003
C 0.274 1.780 2.852 0.189
H -1.318 -3.671 0.275 0.002
H 1.961 3.042 -0.961 0.009
H 2.696 -0.794 -1.010 -0.001
H 1.546 -1.699 -2.675 0.000
H 1.341 1.909 2.645 0.032
C 3.899 0.672 -1.953 0.000
H -2.973 2.688 3.250 0.013
C -3.135 -0.086 0.553 0.030
H 1.598 -0.748 0.271 -0.055
Rh -1.082 1.608 1.439 1.789
H -2.562 0.031 3.257 -0.001
C -3.617 0.632 -1.585 0.199
C 0.490 -2.503 -0.190 -0.050
H 2.598 1.660 -3.409 -0.001
C -0.740 2.840 2.934 0.137
C 1.404 -1.724 0.706 0.165
H 3.869 -0.075 -2.761 0.000
H -0.621 3.916 2.811 0.010
H -2.711 -0.703 1.343 -0.027

(4)
51
Properties=species:S:1:pos:R:3:mulliken_charge:R:1 method="wB97M-V/def2-TZVPD" largest_force_ev_per_a=0.579 multiplicity=1 homo_lumo_gap_ev=9.377 e_above_lowest_ev=1.913 homo_energy_ev=-8.52 smiles="Cc1ccc(C(C)C)c(OCC(=O)N/N=C/C2CCCCC2)c1"
H 1.653 -1.524 4.256 0.389
C -0.097 -2.130 1.444 -0.933
H 1.923 5.505 0.294 0.339
H 0.562 7.564 0.122 0.317
H 0.854 3.602 -1.057 0.258
C -1.868 -0.316 -0.287 0.644
C 0.330 4.215 0.946 -0.875
H -1.907 4.810 -0.547 0.339
H -0.177 -0.526 -1.394 0.308
H -2.615 -2.237 0.338 0.334
H 2.760 -3.218 2.858 0.381
O -0.903 -2.533 -0.811 -0.446
C 0.069 6.592 0.190 -0.602
C 1.170 -3.458 -0.131 0.270
H 1.251 5.929 1.871 0.332
H -0.673 -4.690 -1.818 0.265
H 0.153 -0.755 3.710 0.350
H 2.130 -2.258 -2.362 0.329
O -2.659 0.343 0.352 -0.647
C 1.991 -3.066 2.116 -0.971
H 1.007 3.498 1.415 0.412
H -1.651 2.359 0.218 0.592
H 0.436 -2.604 -2.747 0.209
C -0.983 4.734 -1.125 -0.849
H -0.960 -1.529 1.686 0.412
N -0.749 0.147 -0.895 0.553
C 2.127 -3.625 0.858 -0.848
H -0.570 4.282 1.561 0.337
C 0.310 -5.149 -1.769 -1.432
H 0.580 6.036 -1.824 0.336
N -0.205 1.394 -0.931 -1.015
H -1.240 4.386 -2.127 0.403
H -0.833 6.715 0.794 0.320
C 1.378 -4.091 -1.486 0.298
C -0.316 6.104 -1.203 -0.719
H 0.512 -5.641 -2.718 0.422
C 0.036 -2.696 0.185 1.431
H 3.008 -4.210 0.634 0.352
C -2.077 -1.819 -0.522 -0.534
H 0.305 -5.900 -0.982 0.343
H 0.114 -2.370 4.413 0.312
C 1.418 -3.045 -2.603 -1.424
H 1.723 -3.512 -3.537 0.474
C 0.996 5.585 0.866 -0.718
C 0.874 -2.307 2.421 0.623
H -2.711 -1.933 -1.408 0.420
C -0.728 2.393 -0.356 -0.898
C 0.692 -1.698 3.778 -1.599
H -0.996 6.818 -1.673 0.335
C -0.051 3.719 -0.454 0.585
H 2.353 -4.592 -1.463 0.488

- What is the multiplicity in the first record?
  4